DFT (the ωB97M-V functional and the def2-TZVPD basis) results for a molecular structure, C11H14Br30O2P in a non-equilibrium geometry.

HOMO level = -4.3 eV
strongest force on any atom = 5.38 eV/A
HOMO-LUMO gap = 5.388 eV
charge = -1
lowest unoccupied orbital energy = 1.07 eV
total energy = -78139.6537 Eh

CARTESIAN COORDINATES (ANGSTROEM)
O  1.329  -2.644  2.935
C  2.518  -2.919  2.547
O  2.741  -3.564  1.346
P  4.095  -2.525  3.592
H  3.685  -1.144  3.773
H  4.974  -2.834  2.501
H  3.659  -3.589  4.492
H  5.224  -2.340  4.501
C  -0.338  -2.899  0.371
Br  0.113  -1.032  0.106
Br  -1.842  -3.113  1.576
Br  -0.626  -3.811  -1.318
H  0.523  -3.372  0.848
C  7.448  0.417  4.691
Br  6.756  -0.891  5.940
Br  8.975  -0.255  3.701
Br  6.039  1.047  3.525
H  7.799  1.268  5.273
C  3.553  -2.397  8.902
Br  5.423  -2.595  9.391
Br  2.855  -0.663  9.420
Br  3.252  -2.764  7.020
H  2.997  -3.145  9.464
C  2.939  2.569  0.880
Br  1.030  2.798  0.652
Br  3.766  4.095  1.748
Br  3.311  0.903  1.792
H  3.375  2.493  -0.114
C  -5.206  -4.255  -0.760
Br  -4.743  -2.392  -1.016
Br  -6.717  -4.468  0.439
Br  -5.495  -5.161  -2.450
H  -4.352  -4.732  -0.282
C  -3.795  0.848  -4.096
Br  -5.611  0.257  -3.763
Br  -2.531  0.011  -2.890
Br  -3.287  0.608  -5.953
H  -3.766  1.917  -3.894
C  -2.487  4.316  -6.534
Br  -1.666  5.276  -8.006
Br  -1.603  4.683  -4.848
Br  -4.395  4.646  -6.431
H  -2.359  3.254  -6.735
C  -6.058  1.985  -0.356
Br  -5.147  2.982  1.035
Br  -7.590  1.017  0.335
Br  -6.538  3.115  -1.857
H  -5.354  1.242  -0.729
C  -2.461  -4.202  -4.680
Br  -2.147  -6.113  -4.783
Br  -0.882  -3.185  -5.159
Br  -4.004  -3.667  -5.726
H  -2.686  -3.972  -3.639
C  1.114  7.884  -3.318
Br  -0.804  8.166  -3.291
Br  1.657  6.516  -2.057
Br  1.761  7.513  -5.108
H  1.578  8.815  -2.998

Mulliken population analysis, charges in e, atoms 1 to 8: O -0.69; C 0.38; O -0.79; P 0.38; H -0.04; H 0.02; H -0.08; H -0.17